ORCA calculation (the ωB97M-V functional and the def2-TZVPD basis) on a structure of composition C44H35HfN5O10S5Si at a distorted geometry.

The value obtained for the HOMO energy is -1.90 eV. The calculation puts the frontier orbital gap at 5.54 eV. As for the largest force on an atom: 1.37 eV/Å. As for the charge: -2. The calculated total energy comes out at -5052.44161 hartree. The energy above the lowest of the compared OMol25 structures with the same formula, charge and spin comes out at 10.97 kcal per mole.

The geometry in XYZ format:
```
101
Properties=species:S:1:pos:R:3:forces:R:3
Hf -0.9806 -0.3740 -1.4587 -0.89 -0.96 -0.40
C -1.7284 1.9790 3.7847 0.10 -0.09 -0.04
O -1.2222 0.6949 3.4447 -0.50 0.16 -0.20
C -0.0678 0.3068 4.0171 0.14 -0.12 0.00
C 0.7147 1.1291 4.8099 0.18 0.01 0.20
C 1.8881 0.6409 5.3831 -0.05 0.02 -0.02
C 2.2698 -0.6687 5.1605 -0.04 -0.09 -0.06
C 1.4883 -1.4868 4.3453 0.10 0.00 0.10
C 0.3245 -1.0178 3.7578 -0.05 -0.22 -0.17
N -0.4740 -1.8930 2.9695 -0.28 0.43 0.25
C -0.9932 -1.4699 1.6971 0.49 0.39 0.18
N -2.3169 -1.6330 1.6447 0.08 0.18 -0.33
C -3.3050 -1.1562 0.7510 0.11 -0.04 -0.06
C -3.0413 -0.6126 -0.5009 -0.30 0.18 0.41
C -4.1654 -0.1556 -1.2082 -0.08 -0.07 -0.04
C -5.4595 -0.2365 -0.7157 -0.11 0.01 0.06
C -5.6842 -0.8136 0.5320 -0.17 0.12 -0.18
C -4.6043 -1.2778 1.2478 -0.06 -0.09 -0.04
O -4.7843 -1.8768 2.4873 -0.28 -0.44 0.23
C -5.2663 -3.2215 2.3789 0.12 0.19 0.03
N -0.2310 -1.0037 0.7552 -0.02 -0.02 -0.22
C 1.1900 -1.0258 0.9711 -0.30 0.17 -0.02
C 1.8904 0.1602 0.8309 0.10 0.19 -0.04
C 3.2613 0.2188 1.0483 -0.01 0.05 -0.07
C 3.9567 -0.9331 1.3695 0.01 -0.06 -0.01
C 3.2740 -2.1369 1.4869 0.19 0.06 0.00
C 1.9033 -2.1837 1.2982 0.15 0.15 -0.17
O 1.2005 -3.3324 1.4808 -0.07 -0.73 -0.11
C 1.8230 -4.5575 1.1069 -0.07 0.12 -0.06
H -2.6058 2.1299 3.1635 -0.05 -0.03 -0.04
H -1.0039 2.7696 3.5840 -0.13 -0.16 0.08
H -2.0152 2.0126 4.8410 0.01 -0.03 0.00
H 0.4200 2.1572 4.9810 0.05 -0.12 -0.03
H 2.4976 1.2971 5.9961 -0.05 -0.06 -0.06
H 3.1854 -1.0563 5.5930 -0.06 0.00 -0.03
H 1.7953 -2.5094 4.1386 -0.01 0.12 0.04
H -0.0189 -2.7826 2.8302 0.15 -0.17 0.09
H -2.6908 -1.9217 2.5241 -0.18 -0.08 0.44
H -4.0282 0.2424 -2.2072 0.01 0.04 -0.02
H -6.2971 0.1396 -1.3011 0.15 -0.07 0.09
H -6.6856 -0.9045 0.9473 0.14 0.00 -0.03
H -6.2447 -3.2520 1.8931 0.00 0.06 -0.01
H -5.3549 -3.6176 3.3911 0.03 0.07 -0.03
H -4.5736 -3.8425 1.8017 0.02 0.07 0.01
H 1.3335 1.0495 0.5678 0.06 -0.06 0.00
H 3.7750 1.1689 0.9491 -0.06 -0.08 0.00
H 5.0303 -0.9072 1.5224 -0.06 0.00 0.00
H 3.8099 -3.0450 1.7392 -0.03 0.05 -0.03
H 1.0182 -5.2630 0.9171 -0.03 0.01 0.02
H 2.4709 -4.9317 1.9045 0.00 0.01 0.03
H 2.4032 -4.4369 0.1909 -0.02 0.06 -0.01
S -2.3371 -7.3626 -4.8968 0.01 0.07 0.03
C -2.0255 -5.8887 -4.1747 0.03 0.06 0.04
S -2.3973 -4.3689 -4.8662 -0.12 0.13 -0.21
C -1.8138 -3.3227 -3.5890 -0.33 0.31 -0.62
C -1.2889 -3.9568 -2.5406 0.35 -0.45 0.59
S -0.6453 -3.1823 -1.1295 0.04 0.51 0.13
S -1.2881 -5.7023 -2.6416 0.11 -0.13 0.20
S -1.9489 -1.6065 -3.7535 0.23 0.43 0.43
O -2.9187 2.5616 -3.8343 -0.11 0.01 -0.17
C -2.2355 2.2005 -2.9004 0.25 -0.33 0.24
O -1.6770 1.0252 -2.8152 -0.10 0.06 0.09
C -1.9566 3.1473 -1.7649 0.16 -0.17 0.18
C -2.4614 4.4073 -1.9056 -0.15 0.43 -0.01
C -2.2392 5.3833 -0.9399 -0.22 0.33 -0.26
C -1.4789 5.1032 0.1639 0.13 0.12 0.23
C -0.9357 3.8518 0.3199 0.16 -0.28 0.17
C -1.1769 2.7751 -0.6141 -0.04 0.15 0.17
O -0.7810 1.5874 -0.3949 0.25 -0.53 -0.01
N -0.1035 3.7000 1.5334 -0.58 0.32 -0.51
O -0.3184 4.4537 2.4763 -0.17 0.39 -0.02
O 0.7580 2.8657 1.5631 0.51 -0.63 -0.17
N -2.7966 6.7279 -1.1031 0.22 -0.45 0.11
O -2.6030 7.5546 -0.2290 0.16 0.07 0.31
O -3.4327 6.9639 -2.1078 -0.25 0.00 -0.44
H -3.0374 4.6303 -2.7892 -0.06 0.00 -0.08
H -1.2916 5.8552 0.9068 0.02 0.15 0.14
C 5.3133 -2.6609 -2.8865 -0.08 0.10 0.00
C 5.2324 -1.4767 -3.6189 -0.14 -0.01 0.03
C 4.0602 -0.7267 -3.6028 0.02 -0.09 0.09
C 2.9415 -1.1238 -2.8506 0.25 -0.06 0.08
C 3.0418 -2.3233 -2.1387 0.09 -0.01 -0.06
C 4.2122 -3.0852 -2.1543 -0.07 0.14 -0.07
Si 1.3591 -0.0533 -2.8225 1.20 0.51 -0.34
C 2.0281 1.7356 -2.5025 0.14 0.12 -0.02
C 1.2392 2.8318 -2.8908 0.02 0.04 0.05
C 1.6068 4.1463 -2.6088 0.01 -0.15 -0.01
C 2.7976 4.4076 -1.9350 -0.04 -0.14 -0.02
C 3.6123 3.3435 -1.5612 -0.11 -0.08 -0.07
C 3.2305 2.0311 -1.8442 -0.16 0.20 -0.04
H 6.2280 -3.2470 -2.8914 -0.07 0.03 -0.02
H 6.0821 -1.1436 -4.2076 -0.04 -0.01 0.04
H 4.0074 0.1961 -4.1818 0.02 -0.15 0.11
H 2.1739 -2.6777 -1.5858 0.09 0.04 -0.01
H 4.2635 -4.0144 -1.5958 -0.02 0.01 0.00
H 1.1286 0.0797 -4.2877 -0.21 -0.01 -0.17
H 0.3082 2.6490 -3.4282 0.19 0.04 0.07
H 0.9617 4.9674 -2.9158 0.06 -0.10 0.03
H 3.0888 5.4281 -1.7103 -0.01 -0.03 0.00
H 4.5500 3.5367 -1.0459 -0.06 -0.03 -0.03
H 3.8828 1.2176 -1.5495 0.02 -0.02 0.02
```
Positions in Å, forces in eV/Å.